Record 1
# C3H2N2O3

One molecule with the formula C3H2N2O3 (ωB97M-V/def2-TZVPD, the Open Molecules 2025 dataset).

XYZ file:
```
10
Properties=species:S:1:pos:R:3:forces:R:3:mulliken_charge:R:1
C -0.502177 -0.466570 -1.531331 -0.081 -0.462 0.315 0.5477
C 0.483150 -0.315298 0.328401 0.400 0.082 0.047 0.7678
N -0.273555 -0.392343 1.456089 -0.018 0.040 -0.026 -0.4430
O -0.102556 0.724261 -1.840157 0.144 0.375 0.330 -0.2266
C 0.283083 1.164791 -0.483358 0.017 -0.606 -0.302 0.1598
O -1.063684 -1.397471 -1.904300 0.057 0.184 -0.145 -0.2617
O 1.461543 -1.007907 0.098759 -0.525 0.354 -0.048 -0.5540
N 0.461726 2.256747 -0.047468 -0.045 0.048 -0.001 -0.5008
H 0.090629 -0.966147 2.203839 -0.016 0.029 -0.109 0.2521
H -0.838162 0.399934 1.719526 0.067 -0.044 -0.060 0.2587
```
Positions in Å, forces in eV/Å.

Calculated values
Total energy = -12261.5747 eV
E_LUMO (alpha / beta) = -1.73 / -2.39 eV

=====

Record 2
# C5H14N2O

A 2-piece molecular cluster, C5H14N2O overall at a distorted geometry (ωB97M-V/def2-TZVPD, the Open Molecules 2025 dataset).

XYZ file:
```
22
Properties=species:S:1:pos:R:3:forces:R:3:mulliken_charge:R:1
C -1.212534 -0.247492 -0.836976 1.423 2.380 -0.502 -0.3714
C -0.115647 1.295704 1.235268 -0.183 -0.211 -0.019 -1.0949
C 1.400613 1.417108 -0.629318 -0.621 0.012 -0.698 -1.0603
C -2.417938 -0.735012 -0.088158 0.367 0.027 0.696 -0.9601
N 0.436862 0.581543 0.086249 -1.263 -1.192 -0.069 0.1329
H -0.825202 -0.926868 -1.589983 0.368 -0.018 0.325 0.3232
H -1.368578 0.727303 -1.283472 -0.303 0.036 -0.229 0.3428
H -0.686002 2.167633 0.901750 0.027 0.022 -0.021 0.3624
H 0.674144 1.631315 1.914082 0.028 -0.151 -0.173 0.3549
H -0.778089 0.636243 1.795882 0.128 -0.045 0.006 0.3263
H 1.784061 0.873767 -1.491896 0.014 0.022 0.060 0.3472
H 2.253042 1.687195 0.005520 -0.276 -0.250 0.135 0.3348
H 0.916598 2.341181 -0.959491 0.083 0.043 -0.040 0.3527
H -3.280028 -0.743737 -0.770999 0.305 0.044 -0.094 0.3724
H -2.692680 -0.060193 0.725226 0.054 -0.056 -0.015 0.2813
H -2.286574 -1.738508 0.317975 0.001 0.097 -0.022 0.3381
N 1.862452 -1.499738 -0.488760 0.163 1.124 -0.052 -0.4624
C 1.015946 -1.015112 0.565592 -1.861 -2.365 0.243 0.5635
O 1.428897 -1.125012 1.737853 0.183 0.882 -0.360 -0.7351
H 1.396361 -1.756462 -1.348747 0.257 -0.340 0.276 0.1883
H 2.571768 -2.118020 -0.119502 -0.217 0.011 -0.254 0.2212
H -0.077472 -1.392839 0.321906 1.323 -0.072 0.807 -0.1574
```
Positions in Å, forces in eV/Å.

Calculated values
Total energy = -10435.8424 eV
E_LUMO (alpha / beta) = 0.17 / 0.17 eV

=====

Record 3
# C27H76F3N2O19V

C27H76F3N2O19V as an isolated structure at a distorted geometry (ωB97M-V/def2-TZVPD, the Open Molecules 2025 dataset).

XYZ file:
```
128
Properties=species:S:1:pos:R:3:forces:R:3:mulliken_spin:R:1
V 4.788856 1.434254 -0.072476 -3.626 -1.231 0.234 3.0071
C 1.288657 0.872106 -0.460955 -0.096 2.337 1.478 0.0156
O 0.900188 0.412854 0.829159 0.372 -1.104 0.768 0.0038
O 2.596202 1.363217 -0.421667 1.488 -1.114 -0.523 -0.0223
C 0.804976 -0.152099 -1.525131 0.244 -0.448 0.920 0.0058
F 0.657084 0.292332 -2.753531 0.577 1.446 -1.236 0.0016
F 1.555484 -1.200979 -1.549164 3.173 -1.841 -0.320 0.0008
F -0.358567 -0.713869 -1.252722 -2.516 0.671 1.256 -0.0009
C -0.408851 0.745489 1.371067 -0.279 -0.640 -0.085 -0.0009
C -0.706245 -0.011345 2.714041 1.545 0.531 -1.052 0.0001
H 0.091519 0.244019 3.411522 0.098 -0.116 0.161 -0.0002
H -1.637580 0.247409 3.217786 -0.112 0.123 -0.525 0.0002
H -0.648712 -1.079071 2.502487 -0.178 -0.012 0.171 -0.0001
H -1.155715 0.416642 0.648471 -0.011 0.229 0.027 -0.0001
H -0.435632 1.827791 1.497581 -0.250 0.134 0.031 0.0004
H 0.695744 1.774587 -0.609566 -0.594 0.260 -0.552 -0.0037
C 0.890554 4.557663 2.125991 1.833 0.545 1.316 -0.0007
C 1.230055 3.513464 3.173323 -1.820 -0.681 -0.480 0.0015
O 0.248570 3.634445 4.190827 -0.040 -0.272 -0.166 0.0001
O 1.546964 5.713942 2.639650 0.153 0.913 -1.076 0.0000
H -0.151362 4.808549 1.927057 -0.194 -0.694 0.205 0.0001
H 1.390988 4.206474 1.223578 0.059 0.571 -0.374 0.0010
H 2.211614 3.680655 3.616809 0.258 0.161 -0.385 -0.0007
H 1.215959 2.582669 2.606286 -0.060 -0.802 0.614 0.0000
H 0.226388 2.855515 4.751520 0.050 -0.050 0.206 0.0001
H 1.186894 5.868467 3.516054 -0.142 0.149 0.155 0.0000
C 4.142291 0.287249 2.526905 -0.708 1.688 1.725 -0.0254
C 4.674744 1.733522 2.827918 0.200 -2.092 0.933 -0.0166
O 4.519535 2.561915 1.689070 0.388 -0.019 -0.584 0.0082
O 4.760609 -0.319009 1.409900 0.614 1.581 -0.893 0.0070
H 3.066756 0.395076 2.386504 -0.111 -0.341 -0.402 0.0135
H 4.303833 -0.268696 3.450455 0.106 -0.237 -0.162 0.0081
H 5.706990 1.684591 3.174580 0.329 0.077 -0.439 -0.0126
H 4.144356 2.196659 3.659958 -0.459 -0.393 -0.036 0.0054
H 4.561700 3.456711 2.034265 -0.024 0.608 -0.638 0.0026
H 4.898739 -1.262320 1.522526 -0.078 -0.264 -0.137 0.0012
C -4.278006 -0.657457 6.789418 0.388 0.826 -0.598 0.0000
C -2.854605 -0.268188 6.230410 -1.583 1.098 1.365 0.0000
O -2.806926 1.169462 6.300322 1.084 -0.172 0.082 0.0000
O -4.366431 -0.257457 8.178624 0.756 -0.829 -1.167 0.0000
H -4.561027 -1.673541 6.514510 0.276 -0.488 0.765 0.0000
H -5.002658 -0.058981 6.237323 -0.056 0.277 -0.254 0.0000
H -2.572046 -0.572054 5.222479 -0.588 -0.542 -0.079 0.0000
H -2.107188 -0.653425 6.923990 0.068 0.194 0.021 0.0000
H -3.381304 1.576942 5.647910 -0.201 -0.284 -0.041 0.0000
H -5.250384 -0.424802 8.513616 -0.107 -0.103 -0.137 0.0000
C 0.585684 -4.254361 -3.143300 -1.164 0.844 -0.024 0.0001
C -0.586519 -3.262581 -3.187185 1.099 0.114 0.480 -0.0003
O -1.669160 -3.710586 -3.935829 -0.896 -0.431 -0.056 0.0000
O 1.203345 -4.326913 -4.407468 0.701 0.101 -0.083 0.0000
H 0.233298 -5.233176 -2.817935 -0.010 -0.065 0.119 0.0000
H 1.263742 -3.848297 -2.392672 0.493 -0.189 -0.230 0.0000
H -0.267092 -2.309679 -3.609152 0.532 0.216 -0.057 0.0007
H -0.858085 -3.023466 -2.158995 -0.629 -0.313 -0.074 -0.0002
H -1.404664 -3.761529 -4.857256 -0.175 0.003 -0.101 0.0000
H 0.524502 -4.353154 -5.085761 0.043 -0.260 -0.064 0.0000
C 2.921365 -1.384284 -4.665275 0.697 -0.780 1.031 -0.0003
C 3.882019 -2.145700 -3.720980 -0.075 1.682 -0.329 -0.0003
O 5.220802 -1.903021 -4.163873 -0.242 -0.996 0.255 -0.0001
O 3.214936 0.019157 -4.636606 -0.052 -0.418 0.384 0.0001
H 1.940387 -1.628393 -4.257625 -0.381 0.256 -0.421 -0.0001
H 3.072365 -1.785473 -5.667448 -0.258 0.014 -0.089 0.0000
H 3.624994 -3.199723 -3.615751 -0.028 -0.064 -0.521 0.0000
H 3.810342 -1.735179 -2.713792 -0.265 0.243 0.174 0.0003
H 5.561807 -2.794964 -4.262634 0.660 0.147 -0.279 0.0000
H 2.444513 0.496103 -4.953734 -0.008 -0.064 -0.095 0.0000
C 1.953376 4.181271 -2.267357 0.918 -0.066 0.047 -0.0026
C 0.489699 4.432741 -2.583196 0.831 0.438 0.534 0.0005
O 0.261562 4.443174 -3.987504 -0.419 -0.611 0.297 0.0026
O 2.747740 5.221453 -2.796691 -0.327 0.954 -0.601 -0.0002
H 2.325357 3.268616 -2.732954 -0.487 -0.529 0.121 0.0009
H 2.157556 4.139359 -1.197464 -0.564 -0.300 0.267 -0.0001
H 0.184172 5.394690 -2.171621 0.042 0.114 0.124 0.0004
H -0.087390 3.667501 -2.064085 -0.255 -0.218 -0.464 -0.0009
H 0.881901 5.078117 -4.353065 0.153 0.202 -0.277 0.0002
H 3.638744 5.213942 -2.439397 -0.099 -0.062 -0.021 -0.0001
C 2.146716 -0.419098 5.818427 0.253 -0.423 -0.300 0.0003
O 2.917635 0.240748 6.809946 -0.592 0.258 -0.263 0.0000
H 1.074007 -0.484283 6.000482 0.191 0.188 0.806 0.0000
H 2.205201 0.092567 4.857756 0.212 0.130 -0.350 0.0002
H 2.543002 -1.429791 5.720724 -0.275 -0.234 -0.315 0.0001
H 3.810389 0.210617 6.458278 0.204 0.092 0.412 0.0000
C -3.479767 1.537163 0.148336 0.368 -0.789 0.697 0.0003
O -4.321961 2.502949 -0.411281 0.106 0.366 -0.335 0.0011
H -3.798147 0.515086 -0.056808 -0.100 0.134 -0.335 0.0001
H -2.453361 1.690778 -0.184815 0.100 -0.229 -0.167 -0.0001
H -3.493786 1.653396 1.232029 0.161 -0.196 0.273 0.0002
H -3.881345 3.271543 -0.041533 -0.742 0.851 -0.335 -0.0002
C -3.367428 -2.630574 1.871369 0.563 1.061 1.624 0.0000
O -3.670772 -2.991908 0.602499 -0.962 -0.743 -2.275 0.0000
H -2.467679 -3.170876 2.165673 -0.115 0.148 0.349 0.0000
H -3.208538 -1.552493 1.846971 0.639 0.368 0.633 0.0000
H -4.198742 -2.767351 2.562977 0.080 -0.488 0.341 0.0000
H -4.445079 -2.459781 0.405310 -0.199 -0.334 -0.682 0.0000
C -2.238003 1.158029 -3.461849 -0.074 -0.169 -0.193 0.0278
C -2.732845 2.134235 -4.555804 2.156 -2.796 0.332 0.0161
C -3.462216 3.359653 -3.921094 0.827 2.485 -0.141 0.1367
O -3.860442 4.314728 -4.845373 -1.286 -1.208 -1.759 0.1067
C -4.890416 3.803908 -5.774547 -0.853 -0.378 0.416 0.0041
N -1.539891 2.633030 -5.246553 -3.585 1.326 0.944 0.6788
H -1.505845 1.604592 -2.789085 -0.237 0.233 0.118 -0.0006
H -1.705545 0.343998 -3.953728 -0.019 0.034 -0.143 0.0005
H -3.037532 0.667955 -2.906264 -0.120 0.403 0.051 -0.0025
H -3.359917 1.537203 -5.217947 -0.195 0.576 -0.309 0.0085
H -2.689955 3.890035 -3.363949 0.069 -0.062 0.347 -0.0066
H -4.221564 3.099623 -3.183615 -0.334 -0.900 -0.246 0.0307
H -5.240467 4.453711 -6.576613 0.687 0.936 0.625 -0.0001
H -5.780984 3.507663 -5.220267 -0.004 0.247 0.362 0.0012
H -4.658652 2.900067 -6.337983 1.001 -0.201 0.282 0.0056
H -1.867245 3.333408 -5.896487 0.164 -0.201 -1.530 0.0015
H -0.971731 3.225044 -4.657643 1.787 -0.245 0.826 -0.0110
C 1.945306 -5.763020 1.442042 0.691 -0.814 0.335 0.0000
C 1.385269 -4.640158 0.585252 -0.786 -0.846 0.386 0.0001
C -0.122146 -4.767020 0.427508 0.267 -0.403 -1.597 0.0000
O -0.322663 -5.949747 -0.304683 3.099 -0.492 1.247 0.0000
C -1.569851 -6.218753 -0.681011 -2.825 -0.772 -0.530 0.0000
N 1.737357 -3.341286 1.107358 0.679 0.986 0.449 -0.0001
H 3.029127 -5.829170 1.346899 0.162 0.511 0.301 0.0000
H 1.675943 -6.787118 1.183652 -0.645 0.259 -0.674 0.0000
H 1.669125 -5.731251 2.495992 0.067 0.580 0.134 0.0000
H 1.786726 -4.784663 -0.417768 0.148 0.305 -0.025 0.0000
H -0.436365 -3.976725 -0.254252 -0.361 0.713 0.320 0.0001
H -0.706258 -4.746321 1.347551 0.028 -0.008 0.294 0.0000
H -1.869297 -5.525214 -1.466786 -0.640 0.065 -0.138 0.0000
H -2.269027 -6.228387 0.155147 -0.354 0.642 0.236 0.0000
H -1.685434 -7.247509 -1.022157 0.538 -0.004 -0.475 0.0000
H 1.208900 -3.113300 1.937327 -0.010 -0.411 0.469 0.0000
H 1.501888 -2.562955 0.508318 0.007 -0.163 -0.627 -0.0001
```
Positions in Å, forces in eV/Å.

Calculated values
Total energy = -104927.8098 eV
2S+1 = 5
Net charge = +2
E_LUMO (alpha / beta) = -6.77 / -9.60 eV